1.
An isolated molecule of C6H8Br2N4O2. Source: OMol25; level of theory: ωB97M-V/def2-TZVPD.

Geometry as XYZ:
```
22
Properties=species:S:1:pos:R:3:forces:R:3
C 0.2990 0.8566 -1.5890 -3.564 -1.572 -0.296
C -0.2146 -0.4616 -1.1554 0.403 -0.923 -1.048
N -0.3141 -1.4902 -1.8809 -0.707 -1.187 1.164
Br 0.2189 -1.7355 -3.6177 0.279 0.691 -0.320
C -0.6673 -0.6679 0.3065 0.491 1.077 -1.308
C 0.6507 -0.3757 1.1557 -4.444 1.874 0.557
N -1.3142 -1.9580 0.4797 1.447 0.681 1.140
C -2.6324 -2.1214 0.2353 -0.386 1.152 0.414
O -3.1681 -3.1785 0.2317 -0.782 -1.286 -0.195
N -3.3945 -0.9009 0.0833 -0.508 0.499 -0.415
Br -5.2187 -1.0669 -0.2759 0.658 -0.082 0.082
C -2.9551 0.4089 0.3697 -0.474 0.431 0.343
O -3.5943 1.4417 0.4795 -0.436 -1.425 -0.302
N -1.6320 0.4351 0.5920 2.664 -1.338 0.595
H 1.1558 1.1405 -1.1702 3.169 1.500 2.148
H -0.5501 1.4897 -1.5087 -0.331 1.324 0.621
H 0.4487 0.8000 -2.5984 0.642 -0.243 -2.753
H 1.5294 -0.8730 0.8324 0.575 -0.655 0.142
H 0.1292 -0.5517 2.1198 1.702 -0.359 0.272
H 0.7183 0.7570 1.1012 0.532 -1.434 -0.049
H -0.7913 -2.8013 0.7824 -0.663 1.065 -0.630
H -1.2833 1.1762 1.1771 -0.269 0.209 -0.162
```
Positions in Å, forces in eV/Å.

* energy above the lowest of the compared OMol25 structures with the same formula, charge and spin: 2.160 eV
* net charge: 0
* LUMO energy: 0.17 eV
* structure (SMILES): C/C(=N\Br)C1(C)NC(=O)N(Br)C(=O)N1
* M: 328.0 g mol⁻¹
* highest occupied orbital energy: -9.54 eV

Here are the natural (NBO) charges for atoms 1 to 8, given in e: -0.699, 0.279, -0.514, 0.194, 0.268, -0.620, -0.635, 0.800

---

2.
A cluster of 2 separate species, C19H34BrCl4IO4P3Si in total. Source: OMol25; level of theory: ωB97M-V/def2-TZVPD.

Geometry as XYZ:
```
67
Properties=species:S:1:pos:R:3:forces:R:3
C 5.0442 1.7056 0.9322 0.131 -0.377 0.395
Si 3.3009 1.0002 0.7874 -0.516 0.003 0.420
C 2.2866 1.8040 2.1842 0.405 -0.223 -1.082
C 3.2678 -0.8941 0.9344 -0.745 0.766 -0.549
C 1.8082 -1.4266 0.9236 0.949 -1.043 0.334
C 1.8701 -2.9110 1.3527 -0.544 0.430 0.461
C 0.5381 -3.6547 1.2297 1.349 -0.833 -0.300
C -0.0265 -3.6222 -0.1888 -1.660 -0.057 0.678
C -1.3609 -2.7935 -0.1297 0.821 -0.558 -0.993
C -1.5959 -1.9065 -1.3514 0.488 0.713 0.079
C -1.7721 -0.4205 -0.9685 -0.982 -1.290 -0.458
C -2.8653 -0.0985 0.0919 0.431 2.277 1.243
P -4.6413 -0.5238 -0.3741 -0.510 0.384 -1.239
O -4.6835 -2.1028 -0.8477 0.489 0.058 0.610
Cl -5.7252 -0.3675 1.3959 0.658 -0.430 -0.331
C -2.9130 1.5154 0.0230 0.448 0.303 -0.748
O -2.6475 2.1226 1.2504 -0.280 -1.279 0.109
P -1.7863 1.0089 2.2357 0.187 1.218 0.044
I -3.7477 1.2670 3.9520 -1.164 0.293 0.670
P -0.7447 -0.2303 3.8160 1.275 0.028 -0.461
O -1.1120 0.4342 5.2797 0.197 -0.602 -0.324
Br -1.7365 -2.2760 3.8007 -0.271 0.290 0.434
O -2.5761 -0.3115 1.4647 0.381 -0.647 -0.691
C 2.4398 1.4230 -0.8625 1.878 -0.778 3.182
C 2.5241 0.5678 -1.9052 0.711 -0.809 0.560
C 1.8975 0.9117 -3.0414 0.730 -3.149 -2.386
C 1.1958 2.0295 -3.1784 -1.084 1.443 -2.500
C 1.1293 2.8737 -2.1326 -1.376 2.264 0.096
C 1.7437 2.5774 -0.9693 -0.222 1.069 0.919
H 5.1132 2.7747 0.7336 -0.057 -0.012 -0.257
H 5.7984 1.1522 0.3706 -0.042 0.159 -0.256
H 5.3366 1.5880 1.9835 -0.085 -0.021 0.002
H 2.2334 1.1330 3.0378 -0.018 0.202 0.242
H 2.7441 2.7687 2.4108 -0.069 -0.058 0.356
H 1.2819 1.9857 1.8035 -0.143 -0.036 0.251
H 3.7684 -1.2990 0.0481 0.267 -0.193 0.236
H 3.7472 -1.2695 1.8399 0.243 0.120 -0.057
H 1.1865 -0.8636 1.6213 -0.181 0.003 -0.100
H 1.3751 -1.4124 -0.0776 -0.029 0.479 -0.009
H 2.1802 -2.9577 2.4028 0.088 0.073 -0.018
H 2.6550 -3.4242 0.7866 -0.086 0.026 -0.165
H -0.1726 -3.2847 1.9582 -0.026 0.076 -0.033
H 0.7412 -4.6976 1.4993 -0.049 0.022 0.154
H -0.3201 -4.6348 -0.4735 0.298 -0.044 -0.236
H 0.6787 -3.2548 -0.9343 0.002 0.151 0.055
H -2.1740 -3.5247 -0.0845 -0.045 0.044 0.501
H -1.3210 -2.2170 0.7877 -0.425 0.177 -0.073
H -0.7201 -1.9719 -2.0065 -0.018 0.057 -0.029
H -2.4278 -2.2404 -1.9725 -0.088 0.012 0.090
H -0.8168 0.0283 -0.6965 -0.053 -0.029 0.410
H -2.0829 0.1017 -1.8769 -0.053 0.147 -0.050
H -3.9094 -2.6043 -0.5535 -0.238 -0.103 0.216
H -3.8399 1.8200 -0.4760 -0.160 0.392 0.538
H -2.0965 1.8776 -0.6058 -0.029 -0.362 -0.628
H -0.6201 0.9713 1.3922 -0.182 -0.570 -0.131
H -1.1337 2.1555 2.8425 -0.295 -0.277 0.512
H -1.4905 -0.2366 5.8618 -0.289 0.212 0.030
H 3.0724 -0.3532 -1.8106 0.095 -0.266 -0.136
H 1.9681 0.2009 -3.8554 -0.102 0.048 -0.336
H 0.6886 2.2548 -4.1364 1.355 -0.008 1.143
H 0.5633 3.7925 -2.1902 -0.144 0.137 -0.172
H 1.6557 3.2672 -0.1459 0.031 0.075 0.258
C -2.5324 2.9561 -5.1489 -0.155 -0.260 0.096
Cl -4.1090 2.1630 -5.0836 0.028 0.032 -0.025
Cl -2.5662 4.4862 -4.2718 0.027 -0.004 -0.028
Cl -1.2649 1.9042 -4.4990 -1.558 0.126 -0.527
H -2.3015 3.1630 -6.1852 0.010 0.006 0.006
```
Positions in Å, forces in eV/Å.

* net charge: -1
* LUMO energy: 2.01 eV
* M: 796.1 g mol⁻¹
* highest occupied orbital energy: -4.31 eV

Here are the natural (NBO) charges for atoms 1 to 8, given in e: -1.109, 1.623, -1.113, -0.863, -0.418, -0.379, -0.406, -0.403

---

3.
A structure of composition C20H11Cl5N5W. Source: OMol25; level of theory: ωB97M-V/def2-TZVPD.

Geometry as XYZ:
```
42
Properties=species:S:1:pos:R:3:forces:R:3
W 0.0146 -0.1596 0.9043 0.539 -1.084 -0.288
N 4.2664 -0.3818 0.1236 -0.046 0.008 -0.003
C 3.0246 -0.7164 0.3193 -0.019 0.156 0.002
N 2.0423 0.1976 0.4513 0.001 -0.258 -0.039
C 2.3753 1.5503 0.3524 -0.164 0.663 0.051
N 1.3895 2.4391 0.4537 0.309 -0.685 -0.071
N 0.2416 1.7721 0.3770 -0.453 0.463 0.129
C -0.8723 2.0485 1.0439 -0.099 0.560 -0.041
C -2.1240 1.3941 0.5740 0.209 0.220 0.298
C -3.3795 1.9492 0.6280 -0.033 -0.155 -0.146
C -4.4214 1.1959 0.0829 -0.003 0.075 0.045
C -4.1753 -0.0627 -0.4561 -0.057 -0.073 -0.044
C -2.8995 -0.5874 -0.4152 0.120 0.132 0.083
N -1.8910 0.1384 0.1071 -0.167 -0.033 -0.032
C 3.7313 1.9494 0.1647 0.064 0.217 -0.001
C 4.1185 3.2986 0.0793 -0.021 -0.126 0.002
C 5.4429 3.6000 -0.1401 0.021 -0.036 -0.003
C 6.3924 2.5796 -0.2892 0.090 0.018 -0.012
C 6.0402 1.2431 -0.2073 -0.098 0.163 0.013
C 4.7077 0.9521 0.0258 -0.016 -0.334 0.021
H 4.9486 -1.1309 0.0465 0.072 0.049 -0.034
H 2.7816 -1.7684 0.3895 -0.005 -0.013 -0.011
H -0.8943 2.8434 1.7836 -0.026 0.061 -0.046
H -3.5406 2.9364 1.0389 0.000 0.001 0.003
H -5.4262 1.5998 0.0791 -0.006 -0.016 -0.026
H -4.9740 -0.6460 -0.8933 -0.008 0.007 0.011
H -2.6573 -1.5770 -0.7776 -0.035 -0.012 -0.021
H 3.3749 4.0762 0.1829 0.000 0.001 0.008
H 5.7584 4.6323 -0.2023 -0.003 0.000 -0.016
H 7.4264 2.8396 -0.4749 -0.005 0.008 0.013
H 6.7813 0.4633 -0.3270 -0.011 -0.021 0.014
Cl 0.3200 1.2148 4.3864 -0.003 0.049 -0.109
C 0.0788 -0.4467 4.0842 -0.027 -0.187 0.266
C 0.0890 -0.9218 2.7641 -0.166 0.092 -0.021
C -0.0840 -2.2918 2.5754 -0.059 -0.329 -0.281
Cl -0.0520 -2.7308 0.8234 0.071 0.219 0.356
C -0.2966 -3.2328 3.5458 0.104 0.166 -0.082
Cl -0.5239 -4.8706 3.1729 -0.008 -0.011 0.059
C -0.2997 -2.7245 4.8700 -0.177 -0.014 -0.012
Cl -0.5770 -3.7937 6.1347 0.058 0.001 0.011
C -0.1180 -1.3432 5.1350 0.029 0.032 -0.032
Cl -0.1578 -0.7920 6.7390 0.028 0.027 -0.013
```
Positions in Å, forces in eV/Å.

* 2S+1: 3
* energy above the lowest of the compared OMol25 structures with the same formula, charge and spin: 1.086 eV
* net charge: +3
* LUMO energy (spin up / spin down): -11.32 / -11.95 eV
* M: 682.4 g mol⁻¹
* highest occupied orbital energy (spin up / spin down): -17.61 / -17.73 eV

Here are the natural (NBO) charges for atoms 1 to 8, given in e: 1.611, -0.439, 0.380, -0.637, 0.449, -0.231, -0.286, 0.015

---

What did we get for energy? Answer: -156490.3964; -192424.9317; -92777.8640 eV, in the order shown.
What did we get for max |F|? Answer: 4.86; 4.02; 1.24 eV/Å, in the order shown.